A | C10H16N2O7 as an isolated structure. Source: the Open Molecules 2025 dataset; level of theory: ωB97M-V with the def2-TZVPD basis set.

CARTESIAN COORDINATES (ANGSTROEM)
C 0.16635 1.98422 -1.10726
C 0.77481 0.80773 -0.47488
C -0.50279 1.80042 -2.44881
C -0.67786 3.15245 -3.19673
C -1.33308 4.15100 -2.18613
C 0.17553 -1.47156 0.25478
C -0.92272 -2.41059 0.62897
C 1.36374 -1.57377 1.43160
C 1.87082 -3.09170 1.77507
C 1.04123 -3.34907 2.89104
H 1.77964 2.84484 -2.53126
H 1.99392 3.08108 -0.66716
H -0.43530 2.50885 -0.37175
H -1.25905 1.10658 -2.37930
H 0.35297 1.21308 -2.89658
H -1.38962 3.21791 -4.10797
H 0.28504 3.36759 -3.61424
H 0.35559 4.59301 -1.50387
H -1.05810 0.03505 -0.20138
H 0.53298 -1.74536 -0.75755
H 2.16383 -0.67433 1.09989
H 0.72262 -1.30548 2.62801
H 1.99198 -3.89372 0.85599
H 2.87331 -3.24279 2.21710
H -0.11847 -4.62940 1.86656
H -1.82383 -1.10496 1.60091
N 1.20714 3.02630 -1.55725
N -0.13544 -0.10045 0.29165
O 1.90585 0.29644 -0.60522
O -2.59229 4.04203 -2.26952
O -0.64797 4.83916 -1.41385
O -0.70058 -3.66557 0.47267
O 1.28324 -2.84080 3.93198
O -0.27344 -4.02284 2.72091
O -2.25050 -1.87938 1.19003

**HOMO energy**: -10.0 eV
**2S+1**: 1
**Kohn-Sham gap**: 0.3635 Ha



B | One molecule with the formula C10H16N2O7. Source: the Open Molecules 2025 dataset; level of theory: ωB97M-V with the def2-TZVPD basis set.

CARTESIAN COORDINATES (ANGSTROEM)
N -2.30413 -1.90674 0.65856
C -1.08548 -1.53461 0.04521
C -1.00985 -2.20044 -1.41378
C -2.28181 -1.77992 -2.13906
C -2.39208 -0.38961 -2.72467
O -1.51803 0.40038 -2.90954
O -3.64356 -0.08051 -3.13466
C -1.14165 0.00619 -0.03947
O -2.26475 0.45411 0.11530
N -0.08654 0.84110 -0.37993
C 1.32874 0.84289 0.07904
C 1.37221 0.32507 1.58871
C 1.39934 1.54477 2.53137
C 2.63004 2.41623 2.35125
O 3.60715 2.02790 1.75323
O 2.61830 3.51316 3.17292
C 2.27553 0.01179 -0.77057
O 1.94746 -0.56118 -1.77191
O 3.57615 0.01809 -0.36781
H -2.70140 -1.22968 1.37331
H -2.73327 -2.79870 0.57336
H -0.17278 -1.92091 0.54660
H -0.04243 -1.93914 -1.81891
H -1.00063 -3.29156 -1.39079
H -3.18049 -1.96675 -1.55862
H -2.45392 -2.48088 -3.06161
H -3.62626 0.71366 -3.65900
H -0.52902 1.74780 -0.58495
H 1.72785 1.84727 0.04697
H 0.52298 -0.31661 1.90842
H 2.35292 -0.21203 1.67326
H 1.23022 1.24543 3.57876
H 0.53251 2.11352 2.29822
H 3.44278 4.01838 2.96545
H 3.60391 0.52149 0.46534

**HOMO energy**: -8.6 eV
**2S+1**: 1
**Kohn-Sham gap**: 0.3269 Ha



Which of them is most stable? Easy: B.



A | A 2-piece molecular cluster, C4H10INO2 overall. Source: the Open Molecules 2025 dataset; level of theory: ωB97M-V with the def2-TZVPD basis set.

CARTESIAN COORDINATES (ANGSTROEM)
C 0.24807 0.43322 -1.38902
C 0.43946 0.44826 -0.11779
N 0.61542 -0.66314 0.65787
O 1.07950 -1.88389 -0.01767
C 0.15340 -2.83201 0.27498
O 0.62857 1.38737 0.85068
C 0.26424 2.74067 0.65471
H -0.05099 1.29277 -1.92967
H 0.30842 -0.52513 -1.89193
H 1.15588 -0.45482 1.51137
H 0.63792 -3.88694 0.20799
H -0.65965 -2.78127 -0.46805
H -0.34744 -2.73427 1.36428
H -0.54132 3.25164 1.05341
H 0.21649 2.80435 -0.44176
H 1.26404 3.21685 0.99205
I -3.12433 -0.57304 -0.48887
H -2.28768 0.75940 -0.82258

**HOMO energy**: -8.5 eV
**2S+1**: 1
**Kohn-Sham gap**: 0.3324 Ha



B | A 2-piece molecular cluster, C4H10INO2 overall. Source: the Open Molecules 2025 dataset; level of theory: ωB97M-V with the def2-TZVPD basis set.

CARTESIAN COORDINATES (ANGSTROEM)
C 1.44263 1.79707 0.59931
C 0.92653 -1.68132 -1.69193
C -2.32572 0.05333 0.13664
C -0.32261 -1.15529 0.29660
N 0.19460 1.44931 1.15109
O 0.77397 -1.67474 -0.18616
O -1.29860 -0.74528 -0.50365
I 0.03371 1.15009 3.10190
H 1.82900 2.67652 0.97612
H 2.32096 1.19038 0.74065
H 1.14989 1.92217 -0.55151
H 1.48460 -0.69417 -1.99050
H -0.01262 -1.73381 -2.27159
H 1.76052 -2.43388 -1.77636
H -1.85428 1.11885 0.38508
H -2.73169 -0.61469 0.91233
H -2.98635 0.36935 -0.72624
H -0.38454 -0.99389 1.39823

**HOMO energy (alpha / beta)**: -6.3 / -6.3 eV
**2S+1**: 1
**Kohn-Sham gap (alpha / beta)**: 0.2285 / 0.2282 Ha



Which of them is most stable? Easy: A.



A | A 7-piece molecular cluster, C14H28Br14 overall. Source: the Open Molecules 2025 dataset; level of theory: ωB97M-V with the def2-TZVPD basis set.

CARTESIAN COORDINATES (ANGSTROEM)
Br -21.12997 19.98763 0.86199
C -21.53187 18.40039 -0.19655
C -23.03573 18.09986 -0.29590
Br -23.36238 16.42006 -1.23148
H -21.08192 17.54238 0.30290
H -20.99638 18.55309 -1.13359
H -23.35993 18.89812 -0.96357
H -23.55828 18.14987 0.65937
Br -13.74035 15.34908 -2.40889
C -15.54799 15.67487 -1.60953
C -16.66135 14.76886 -2.21020
Br -18.43978 15.06338 -1.40584
H -15.69075 16.74236 -1.77740
H -15.47251 15.47035 -0.54155
H -16.39510 13.71983 -2.08083
H -16.69582 15.03277 -3.26720
Br -18.78261 22.42900 1.87561
C -19.84320 24.08488 1.89613
C -21.33848 23.88838 1.55074
Br -22.04913 25.68576 1.13935
H -19.40896 24.82889 1.22830
H -19.94474 24.48731 2.90401
H -21.96798 23.28223 2.20222
H -21.48824 23.36449 0.60670
Br -17.95271 14.61058 2.54494
C -18.20285 14.61395 4.54300
C -16.83307 15.00340 5.07287
Br -16.76380 14.64078 7.00842
H -18.50238 13.63329 4.91270
H -18.99256 15.28519 4.88050
H -16.59121 16.04106 4.84294
H -16.10368 14.37151 4.56613
Br -8.57355 18.09875 -2.14537
C -10.49751 18.65676 -2.17272
C -11.39463 17.96525 -1.06184
Br -13.25375 18.60456 -1.23883
H -10.78620 18.34795 -3.17740
H -10.55338 19.74327 -2.10587
H -11.03410 18.35940 -0.11171
H -11.35924 16.87793 -1.12957
Br -17.81387 23.89832 -1.85679
C -17.77470 21.88188 -1.95067
C -16.30704 21.31194 -1.95608
Br -15.39470 21.97910 -3.54567
H -18.33228 21.42796 -2.76991
H -18.30373 21.54868 -1.05781
H -16.23484 20.22433 -1.95332
H -15.81439 21.61435 -1.03199
Br -16.01199 18.40029 3.15538
C -17.31996 18.81986 1.69848
C -16.80137 18.35920 0.32925
Br -18.28974 18.66489 -0.89265
H -17.54208 19.88691 1.68590
H -18.29267 18.34929 1.84173
H -16.65526 17.27946 0.35944
H -15.92359 18.91384 -0.00237

**HOMO energy**: -10.0 eV
**2S+1**: 1
**Kohn-Sham gap**: 0.3723 Ha



B | A 7-piece molecular cluster, C14H28Br14 overall. Source: the Open Molecules 2025 dataset; level of theory: ωB97M-V with the def2-TZVPD basis set.

CARTESIAN COORDINATES (ANGSTROEM)
Br 0.60834 -3.58046 2.36021
C 0.97119 -5.46955 2.19118
C 2.17991 -5.84732 3.02437
Br 2.52346 -7.74981 2.80937
H 1.09844 -5.72224 1.14161
H 0.10104 -6.02814 2.52807
H 2.00832 -5.65603 4.07890
H 3.08934 -5.33721 2.72717
Br -1.46468 4.38423 -5.58033
C -0.16521 4.49120 -4.14557
C -0.47238 3.41900 -3.13518
Br 0.74246 3.53367 -1.64080
H -0.20502 5.48275 -3.70213
H 0.81073 4.36685 -4.60396
H -0.38055 2.42415 -3.57939
H -1.50202 3.43125 -2.78953
Br 4.47630 -2.85422 2.27494
C 4.61937 -3.89695 0.63643
C 4.53170 -2.97992 -0.54911
Br 4.63934 -4.03481 -2.17861
H 3.79707 -4.60202 0.67153
H 5.56657 -4.42773 0.65569
H 5.30442 -2.22427 -0.59123
H 3.56101 -2.50087 -0.59047
Br -3.49159 3.04638 -0.26890
C -5.12327 2.00869 -0.22352
C -4.86054 0.63090 0.28666
Br -6.55510 -0.27623 0.45829
H -5.54064 2.00379 -1.22495
H -5.79670 2.55765 0.42608
H -4.35920 0.62090 1.24797
H -4.24767 0.04600 -0.39555
Br -4.87290 3.59810 3.21231
C -3.72707 2.38244 4.20337
C -3.32346 3.02954 5.49686
Br -2.34112 1.74491 6.55871
H -2.87732 2.17684 3.55903
H -4.28544 1.46483 4.36072
H -4.18135 3.41264 6.03936
H -2.64103 3.85507 5.31751
Br 4.55583 0.69876 -2.80211
C 3.49333 0.66693 -4.43632
C 2.39267 1.67321 -4.27243
Br 1.27122 1.69053 -5.86587
H 3.13656 -0.34794 -4.57191
H 4.16100 0.93387 -5.24830
H 2.79256 2.66899 -4.11771
H 1.73106 1.41631 -3.45304
Br -1.65573 0.20232 2.19452
C -0.76008 0.47779 0.48390
C 0.32214 -0.54711 0.39049
Br 1.21455 -0.43802 -1.31625
H -0.35024 1.48095 0.51476
H -1.50043 0.41879 -0.30593
H -0.06526 -1.55161 0.55493
H 1.04609 -0.36779 1.18417

**HOMO energy**: -10.1 eV
**2S+1**: 1
**Kohn-Sham gap**: 0.3814 Ha



Which of them is most stable? Easy: B.